Record 1
Entry from the Open Molecules 2025 dataset: C31H24BN9O2W as an isolated structure (the ωB97M-V functional and the def2-TZVPD basis).

Last column: Mulliken charge in e.
Atoms and positions in Å:
W: 0.147 0.029 -0.159  1.27
O: 0.806 -4.108 -0.322  -0.77
C: 0.406 -2.981 -0.076  0.07
N: 1.120 -1.839 0.101  0.91
C: 2.492 -1.891 0.420  0.29
C: 3.263 -3.036 0.587  -1.09
C: 4.575 -2.909 1.022  -0.67
C: 5.114 -1.662 1.287  -0.64
C: 4.358 -0.511 1.104  -1.05
C: 3.050 -0.627 0.647  0.37
N: 2.181 0.427 0.297  0.76
C: 2.641 1.702 0.241  0.45
O: 3.642 2.192 0.742  -0.77
C: 1.809 2.521 -0.694  0.24
C: 2.216 3.773 -1.118  -0.71
C: 1.502 4.386 -2.130  -0.49
C: 0.420 3.720 -2.694  -0.98
C: 0.055 2.485 -2.198  -0.03
N: 0.727 1.900 -1.191  0.13
C: -1.046 -2.748 0.204  0.32
C: -1.942 -3.794 0.322  -0.79
C: -3.214 -3.517 0.788  -0.55
C: -3.540 -2.209 1.127  -1.06
C: -2.602 -1.214 0.948  -0.26
N: -1.372 -1.478 0.481  0.77
H: 2.841 -4.006 0.382  0.54
H: 5.173 -3.801 1.158  0.41
H: 6.132 -1.572 1.639  0.41
H: 4.773 0.459 1.311  0.55
H: 3.090 4.207 -0.657  0.57
H: 1.796 5.361 -2.496  0.45
H: -0.141 4.148 -3.511  0.46
H: -0.782 1.939 -2.604  0.35
H: -1.603 -4.788 0.072  0.60
H: -3.941 -4.309 0.904  0.44
H: -4.514 -1.953 1.520  0.49
H: -2.819 -0.183 1.188  0.51
B: -2.585 -0.999 -2.463  0.13
N: -2.732 0.306 -1.595  0.18
C: -3.882 0.985 -1.557  -0.41
C: -3.754 2.054 -0.686  -0.94
C: -2.454 1.952 -0.214  -0.71
N: -1.843 0.896 -0.769  0.09
N: -1.105 -1.256 -2.870  -0.29
C: -0.727 -2.004 -3.910  -0.25
C: 0.655 -1.978 -4.007  -1.18
C: 1.053 -1.168 -2.953  -0.32
N: -0.018 -0.730 -2.278  0.24
H: -3.015 -1.941 -1.842  -0.10
H: -3.214 -0.801 -3.468  -0.19
H: -4.710 0.667 -2.165  0.43
H: -4.489 2.797 -0.437  0.50
H: -1.933 2.572 0.494  0.38
H: -1.466 -2.491 -4.521  0.46
H: 1.275 -2.479 -4.727  0.44
H: 2.045 -0.893 -2.628  0.51
N: -0.735 3.015 6.781  -0.55
C: -0.591 2.574 5.730  -0.19
C: -0.421 2.019 4.417  0.47
C: -0.189 2.854 3.329  -1.05
C: -0.043 2.305 2.065  -0.03
C: -0.131 0.924 1.817  0.65
C: -0.340 0.119 2.949  -0.45
C: -0.484 0.642 4.224  -0.95
H: -0.118 3.923 3.479  0.48
H: 0.149 2.997 1.250  0.37
H: -0.373 -0.961 2.844  0.32
H: -0.638 -0.012 5.073  0.48

The spin multiplicity is 3. The charge is 0. As for the expectation value of S²: 2.020. The orbital gap (spin up / spin down) comes out at 6.3 / 6.7 eV. The HOMO energy (spin up / spin down) comes out at -6.9 / -7.7 eV.


Record 2
Entry from the Open Molecules 2025 dataset: C31H24Cl7LaN8O3SSi as an isolated structure in a non-equilibrium geometry (the ωB97M-V functional and the def2-TZVPD basis).

Last column: Mulliken charge in e.
Atoms and positions in Å:
La: 0.007 -0.099 0.836  0.90
Cl: 0.956 4.203 -5.490  -0.23
C: 0.423 3.248 -4.148  0.33
C: 1.328 2.895 -3.160  -0.68
C: 0.874 2.132 -2.104  0.64
Cl: 1.971 1.695 -0.820  -0.16
C: -0.459 1.686 -1.965  -0.68
O: -0.843 0.974 -0.958  -0.33
C: -1.326 2.091 -3.002  0.55
Cl: -2.980 1.610 -2.890  -0.22
C: -0.904 2.854 -4.073  -0.64
H: 2.359 3.211 -3.211  0.47
H: -1.606 3.141 -4.842  0.47
S: 5.090 -6.124 0.757  0.12
N: 4.057 -5.643 -0.384  -0.64
C: 3.694 -4.410 -0.084  0.74
C: 2.801 -3.587 -0.850  0.32
C: 2.240 -3.994 -2.063  -0.49
C: 1.367 -3.146 -2.708  -1.24
C: 1.046 -1.931 -2.106  -0.22
N: 1.574 -1.531 -0.962  -0.14
C: 2.458 -2.325 -0.341  -0.14
C: 3.044 -1.833 0.912  -0.15
N: 2.680 -0.608 1.331  0.13
C: 3.231 -0.130 2.437  -0.12
C: 4.167 -0.830 3.194  -0.99
C: 4.518 -2.100 2.800  -0.77
C: 3.953 -2.623 1.635  0.27
C: 4.252 -3.942 1.140  1.22
N: 5.017 -4.840 1.734  -0.72
H: 2.491 -4.967 -2.462  0.58
H: 0.908 -3.418 -3.647  0.47
H: 0.316 -1.264 -2.552  0.51
H: 2.889 0.845 2.761  0.18
H: 4.575 -0.382 4.088  0.47
H: 5.216 -2.701 3.367  0.54
C: 0.837 3.429 2.305  -0.81
N: 0.677 4.813 2.735  0.10
C: -0.484 4.884 3.626  -0.71
N: -1.710 4.435 2.965  0.10
C: -1.512 3.058 2.528  -0.82
N: -0.360 2.917 1.606  1.35
C: -0.622 3.808 0.456  -0.84
N: -0.807 5.199 0.854  0.16
C: 0.398 5.635 1.557  -0.69
C: -1.931 5.269 1.785  -0.67
H: 1.017 2.797 3.176  0.25
H: 1.692 3.367 1.625  0.23
H: -0.616 5.917 3.954  0.32
H: -0.300 4.256 4.500  0.35
H: -2.414 2.724 2.007  0.28
H: -1.340 2.424 3.397  0.11
H: -1.517 3.457 -0.064  0.25
H: 0.226 3.762 -0.229  0.09
H: 0.270 6.674 1.871  0.34
H: 1.248 5.576 0.873  0.33
H: -2.837 4.932 1.274  0.32
H: -2.070 6.306 2.099  0.34
Cl: -4.821 0.607 2.000  -0.29
Si: -2.972 -0.268 1.807  0.67
Cl: -3.239 -2.046 2.796  -0.20
Cl: 0.101 0.283 3.519  -0.62
Cl: 0.582 -8.727 -0.250  -0.23
C: 0.239 -7.058 0.063  0.53
C: 0.856 -6.432 1.136  -0.84
C: 0.595 -5.095 1.372  -0.12
C: -0.274 -4.392 0.544  -0.04
C: -0.900 -5.039 -0.515  -0.08
C: -0.646 -6.378 -0.761  -0.88
C: -0.440 -2.920 0.744  1.00
O: -1.157 -2.252 -0.044  -0.83
O: 0.240 -2.358 1.647  -0.80
H: 1.533 -6.990 1.768  0.45
H: 1.066 -4.574 2.194  0.58
H: -1.572 -4.475 -1.147  0.50
H: -1.118 -6.895 -1.584  0.44

The charge is 0. The orbital gap comes out at 7.2 eV. The HOMO energy comes out at -8.2 eV.


Record 3
Entry from the Open Molecules 2025 dataset: C31H24ClCuN3O4S2SbSe4 as an isolated structure (the ωB97M-V functional and the def2-TZVPD basis).

Last column: Mulliken charge in e.
Atoms and positions in Å:
Cu: -1.963 -0.060 -0.008  -0.58
N: -1.658 2.006 3.980  -0.05
C: -1.963 3.378 4.041  0.11
C: -1.663 4.093 5.188  -0.59
C: -1.966 5.447 5.278  -0.56
C: -2.563 6.091 4.211  -0.64
C: -2.854 5.374 3.054  -0.61
C: -2.566 4.025 2.964  0.58
S: -2.963 3.144 1.479  -0.29
N: -2.296 1.634 1.748  0.11
C: -1.776 1.246 2.833  0.41
C: -1.268 -0.161 2.903  0.90
C: -0.858 -0.741 4.095  -0.96
C: -0.431 -2.060 4.102  -0.61
C: -0.435 -2.768 2.919  -1.48
C: -0.857 -2.121 1.769  -0.36
N: -1.252 -0.851 1.757  0.82
H: -1.133 1.640 4.750  0.06
H: -1.192 3.584 6.022  0.35
H: -1.731 5.987 6.185  0.37
H: -2.801 7.144 4.267  0.37
H: -3.316 5.871 2.209  0.38
H: -0.892 -0.198 5.027  0.45
H: -0.115 -2.523 5.027  0.40
H: -0.133 -3.804 2.872  0.50
H: -0.896 -2.632 0.817  0.76
C: 0.550 -2.369 -1.767  -0.76
C: -0.221 -3.586 -2.175  1.25
C: 0.386 -4.575 -2.936  -0.96
C: -0.315 -5.700 -3.334  0.11
Cl: 0.495 -6.933 -4.271  -0.26
C: -1.643 -5.854 -3.000  -0.94
C: -2.271 -4.871 -2.248  -0.66
C: -1.568 -3.748 -1.827  0.37
O: -2.140 -2.752 -1.074  0.05
C: -3.434 -3.067 -0.552  -0.42
C: -4.020 -2.038 0.407  0.01
O: -4.912 -2.460 1.128  -0.72
O: -3.632 -0.813 0.379  -0.60
H: 1.583 -2.441 -2.106  0.42
H: 0.560 -2.230 -0.686  0.10
H: 0.119 -1.469 -2.205  -0.01
H: 1.417 -4.449 -3.239  0.38
H: -2.193 -6.726 -3.325  0.43
H: -3.321 -4.983 -2.024  0.42
H: -3.391 -4.016 -0.016  0.48
H: -4.151 -3.141 -1.374  0.36
C: 8.420 1.598 -3.023  -1.09
C: 6.917 1.629 -2.896  0.75
O: 6.183 0.874 -3.464  -0.51
S: 6.368 2.927 -1.777  -0.27
C: 4.686 2.469 -1.466  0.15
C: 4.325 2.128 -0.166  -0.43
C: 3.029 1.732 0.110  -0.60
C: 2.076 1.649 -0.910  0.03
C: 2.445 2.018 -2.206  -0.54
C: 3.738 2.432 -2.481  -0.33
C: 0.758 1.153 -0.647  0.78
C: -0.350 0.724 -0.420  0.31
H: 8.697 1.179 -3.988  0.30
H: 8.805 0.953 -2.232  0.28
H: 8.855 2.588 -2.891  0.35
H: 5.065 2.167 0.623  0.39
H: 2.738 1.470 1.119  0.45
H: 1.707 1.969 -2.995  0.55
H: 4.012 2.716 -3.487  0.42
Se: -4.624 -1.733 -4.089  -0.59
Sb: -2.903 -0.055 -4.020  0.74
Se: -0.838 -0.387 -5.212  -0.61
Se: -3.815 2.082 -4.947  -0.33
Se: -2.649 1.193 -1.781  -0.08

The spin multiplicity is 2. The charge is -1. As for the expectation value of S²: 0.873. The orbital gap (spin up / spin down) comes out at 6.1 / 5.3 eV. The HOMO energy (spin up / spin down) comes out at -4.8 / -4.8 eV.


Record 4
Entry from the Open Molecules 2025 dataset: C31H24ClN6O4Zr as an isolated structure in a non-equilibrium geometry (the ωB97M-V functional and the def2-TZVPD basis).

Last column: Mulliken charge in e.
Atoms and positions in Å:
Zr: -0.185 0.293 -0.064  -0.76
O: -2.455 -3.097 0.860  -0.70
C: -1.971 -2.083 0.394  -0.44
N: -1.274 -1.124 1.045  0.84
C: -1.038 -1.278 2.469  -1.31
C: -0.674 0.065 3.048  0.60
C: -0.755 0.319 4.406  -0.92
C: -0.393 1.565 4.882  -0.28
C: 0.040 2.532 3.986  -0.96
C: 0.092 2.211 2.649  -0.33
N: -0.253 1.002 2.183  0.67
C: -2.205 -1.738 -1.072  1.00
C: -3.042 -2.520 -1.835  -0.77
C: -3.286 -2.147 -3.147  -0.42
C: -2.686 -1.003 -3.652  -1.00
C: -1.849 -0.277 -2.834  -0.34
N: -1.610 -0.636 -1.567  0.83
H: -1.910 -1.697 2.972  0.61
H: -0.217 -1.978 2.661  0.39
H: -1.107 -0.457 5.073  0.53
H: -0.453 1.784 5.941  0.43
H: 0.327 3.522 4.314  0.47
H: 0.413 2.933 1.912  0.34
H: -3.481 -3.395 -1.377  0.58
H: -3.942 -2.741 -3.772  0.47
H: -2.858 -0.675 -4.668  0.47
H: -1.347 0.615 -3.184  0.50
O: -1.017 4.431 -0.908  -0.72
C: -1.080 3.274 -0.547  0.02
N: -0.052 2.372 -0.500  0.39
C: 1.230 2.858 -1.001  -1.21
C: 1.829 1.848 -1.945  0.49
C: 2.966 2.141 -2.683  -1.03
C: 3.457 1.192 -3.556  -0.32
C: 2.802 -0.031 -3.667  -1.00
C: 1.701 -0.258 -2.878  -0.32
N: 1.217 0.662 -2.022  0.41
C: -2.393 2.692 -0.101  0.42
C: -3.527 3.477 -0.072  -0.70
C: -4.714 2.903 0.351  -0.41
C: -4.712 1.571 0.730  -0.98
C: -3.529 0.859 0.669  -0.28
N: -2.381 1.403 0.257  0.59
H: 1.933 3.034 -0.181  0.30
H: 1.096 3.809 -1.512  0.70
H: 3.437 3.109 -2.578  0.51
H: 4.338 1.397 -4.151  0.44
H: 3.148 -0.799 -4.343  0.44
H: 1.181 -1.204 -2.904  0.48
H: -3.445 4.510 -0.380  0.58
H: -5.626 3.485 0.389  0.44
H: -5.611 1.078 1.076  0.48
H: -3.494 -0.177 0.970  0.49
Cl: 6.186 -5.111 1.446  -0.18
C: 4.904 -4.010 1.087  0.45
C: 4.900 -2.757 1.683  -0.89
C: 3.872 -1.879 1.392  -0.26
C: 2.861 -2.259 0.514  0.05
C: 2.874 -3.521 -0.072  -0.24
C: 3.899 -4.403 0.213  -0.93
C: 1.770 -1.330 0.204  1.78
O: 1.742 -0.151 0.731  -0.88
O: 0.821 -1.638 -0.568  -0.43
H: 5.694 -2.482 2.364  0.43
H: 3.847 -0.895 1.839  0.49
H: 2.075 -3.806 -0.743  0.50
H: 3.927 -5.389 -0.229  0.43

The charge is +1. The orbital gap comes out at 8.7 eV. The HOMO energy comes out at -11.6 eV.


Taking the records one at a time from the top gives energy above the lowest of the compared OMol25 structures with the same formula, charge and spin values of 19.2, 84.5, 190.8, 0.0 kJ/mol.
Taking the records one at a time from the top gives molecular weight values of 749.2, 1003.8, 1103.3, 671.2 g mol⁻¹.